{
  "formula": "C7H14O",
  "method": "the ωB97M-V functional and the def2-TZVPD basis",
  "fmax_ev_per_a": 1.28,
  "total_charge": 0,
  "gap_ev": 9.69,
  "homo_ev": -8.8161,
  "energy_ha": -350.2911,
  "smiles": "C=C(C)O.C=CCC",
  "species": ["C", "H", "H", "H", "H", "H", "C", "H", "H", "O", "H", "C", "C", "H", "H", "H", "C", "H", "H", "H", "C", "C"],
  "coordinates": [[-0.716, -1.352, 2.031], [0.132, -0.026, -4.600], [1.855, -0.030, -4.069], [0.606, 1.719, 0.958], [-0.539, 1.710, -1.473], [-2.829, -1.078, 1.913], [0.595, 0.667, -2.588], [-0.917, 0.058, 0.346], [2.630, 0.749, -2.029], [-0.660, 1.073, -2.189], [0.025, -1.461, 2.836], [1.655, 0.798, -1.538], [0.570, 0.812, 1.545], [-2.116, -0.536, 3.494], [-2.339, -2.225, 3.187], [1.246, 0.756, 2.388], [0.825, 0.143, -3.789], [1.493, 0.050, -0.771], [-0.670, -2.236, 1.393], [1.637, 1.769, -1.037], [-2.096, -1.281, 2.700], [-0.388, -0.080, 1.290]],
  "atomic_forces_ev_per_a": [[0.5, 0.6, 1.0], [-0.4, 0.2, 0.3], [0.0, -0.3, 0.3], [0.3, 0.0, -0.1], [-0.1, -0.2, -0.1], [-0.2, 0.1, 0.4], [-0.2, 0.1, -0.2], [-0.4, 0.1, 0.2], [0.0, -0.4, 0.3], [0.1, -0.1, 0.0], [0.0, -0.2, -0.3], [0.3, 0.5, -0.6], [-0.8, -0.1, 0.5], [-0.1, 0.3, -0.3], [0.0, -0.1, -0.2], [0.0, -0.1, 0.1], [0.4, 0.3, -0.2], [0.3, -0.2, 0.0], [0.1, 0.1, -0.2], [-0.2, 0.1, -0.1], [0.2, -0.2, -0.3], [0.4, -0.4, -0.7]],
  "lowdin_charge": [-0.26, 0.06, 0.05, 0.04, 0.09, 0.07, -0.46, 0.09, 0.09, 0.01, 0.10, -0.05, -0.01, 0.07, 0.07, 0.06, 0.04, 0.07, 0.11, 0.07, -0.11, -0.20]
}



{
  "formula": "C10H15F2N2",
  "method": "the ωB97M-V functional and the def2-TZVPD basis",
  "fmax_ev_per_a": 5.25,
  "total_charge": 1,
  "gap_ev": 9.02,
  "homo_ev": -12.5204,
  "energy_ha": -698.9313,
  "smiles": "CC[N+](CC)=C1NC=CC=C(F)[C@@H]1F",
  "species": ["H", "C", "H", "H", "F", "N", "H", "C", "C", "H", "H", "C", "H", "N", "C", "H", "H", "F", "H", "C", "C", "H", "C", "C", "H", "H", "H", "C", "H"],
  "coordinates": [[-1.962, 0.637, -1.483], [0.236, -1.050, 3.098], [-0.017, -3.063, 2.745], [0.121, 0.867, -2.990], [1.027, -3.122, 0.200], [-0.144, 0.477, -0.817], [-2.189, 3.354, -1.072], [0.351, -2.174, 2.186], [-1.442, 1.167, -0.699], [0.323, -1.380, -3.485], [0.472, -2.080, -2.010], [0.406, 0.219, 0.352], [-2.022, 0.942, 0.171], [-0.170, 0.731, 1.446], [0.446, 0.230, -2.107], [-0.691, 3.087, -1.819], [-0.343, 1.698, 1.220], [2.426, -0.366, 1.527], [1.473, 0.332, -1.877], [-0.013, 0.239, 2.754], [0.008, -1.200, -2.565], [-1.129, -1.284, -2.729], [1.590, -0.803, 0.500], [0.948, -2.030, 0.975], [-0.736, 3.219, -0.020], [0.276, -1.241, 4.242], [2.161, -0.980, -0.296], [-1.289, 2.715, -0.984], [-0.114, 0.856, 3.537]],
  "atomic_forces_ev_per_a": [[-0.8, 0.5, -0.6], [-0.4, 0.8, 1.0], [0.6, 0.0, -1.6], [0.3, 0.1, 1.9], [0.2, 0.4, -0.5], [-1.1, 1.7, 2.7], [-0.1, -1.1, 0.3], [0.3, 0.7, 0.9], [-0.2, 1.2, -3.4], [1.7, -0.4, -4.4], [-1.0, 1.3, -0.1], [1.5, -1.9, -1.1], [0.3, 0.0, 0.7], [1.4, -0.3, 0.5], [-1.3, -1.9, -1.5], [0.2, -1.0, -0.1], [-0.7, 0.4, 1.1], [0.0, 0.4, -0.7], [1.3, 0.0, -0.8], [0.7, -3.0, -1.9], [-1.5, -0.2, 3.4], [1.6, 0.1, 1.0], [-2.6, 1.6, 4.3], [-1.7, -2.4, 1.8], [-1.2, -1.1, -2.1], [-0.1, 0.2, -2.3], [2.0, -0.4, -3.6], [0.9, 1.4, 3.0], [-0.5, 2.8, 2.2]],
  "lowdin_charge": [0.12, -0.05, 0.15, 0.16, 0.09, -0.06, 0.08, 0.04, -0.15, 0.01, 0.10, -0.12, 0.12, 0.13, -0.14, 0.07, 0.14, 0.05, 0.11, -0.05, -0.03, 0.12, -0.13, -0.21, 0.12, 0.16, 0.12, -0.04, 0.09]
}



{
  "formula": "CH2N3O",
  "method": "the ωB97M-V functional and the def2-TZVPD basis",
  "fmax_ev_per_a": 3.60,
  "total_charge": 1,
  "gap_ev": 13.39,
  "homo_ev": -18.9495,
  "energy_ha": -278.5403,
  "species": ["O", "H", "C", "N", "N", "N", "H"],
  "coordinates": [[-1.311, 0.734, -2.163], [0.468, -0.764, -0.325], [-0.865, 0.345, -1.238], [0.138, 3.642, -1.080], [-0.280, -0.111, -0.215], [0.365, 2.656, -0.718], [-0.581, 0.343, 0.672]],
  "atomic_forces_ev_per_a": [[-1.8, 1.2, -2.9], [0.6, -0.6, 0.3], [1.7, -1.3, 2.0], [-0.4, 2.5, -0.8], [-1.4, 1.0, 1.1], [0.5, -2.0, 0.8], [0.7, -0.8, -0.4]],
  "lowdin_charge": [0.40, 0.17, -0.21, 0.11, 0.29, 0.03, 0.20]
}



{
  "formula": "C4H8N2O3",
  "method": "the ωB97M-V functional and the def2-TZVPD basis",
  "fmax_ev_per_a": 6.62,
  "total_charge": 0,
  "gap_ev": 9.75,
  "homo_ev": -9.2116,
  "energy_ha": -492.3313,
  "species": ["H", "H", "O", "N", "H", "C", "C", "H", "N", "H", "C", "O", "H", "C", "H", "O", "H"],
  "coordinates": [[-2.779, -1.183, -0.512], [-1.207, -2.162, -0.592], [1.911, 1.944, 0.995], [-1.066, -0.183, -1.340], [1.921, 1.687, 2.135], [-0.776, 0.946, -0.739], [2.389, 0.624, 0.499], [1.376, -0.408, -1.112], [1.634, 0.417, -0.599], [-1.329, 0.013, -2.374], [-1.721, -1.256, -0.437], [3.383, 0.068, 0.873], [1.094, 1.129, -1.101], [-1.302, -0.570, 0.906], [-0.314, -0.993, 1.222], [-1.177, 0.788, 0.553], [-2.035, -0.861, 1.623]],
  "atomic_forces_ev_per_a": [[-0.9, -0.6, -0.5], [-0.1, -1.3, -0.3], [1.1, -3.8, 5.3], [-1.5, -1.2, -3.0], [0.1, 1.6, -5.1], [-1.9, 0.8, 1.3], [0.0, 3.1, -1.1], [1.3, -0.9, 0.6], [-0.6, -0.4, -1.7], [0.7, -1.2, 2.4], [1.8, 3.4, 0.2], [-1.1, -0.3, 0.7], [0.4, 0.6, 1.5], [1.0, -2.3, -1.8], [-0.6, 0.6, -0.1], [0.8, 1.0, 0.6], [-0.6, 0.8, 0.9]],
  "lowdin_charge": [0.10, 0.09, -0.07, -0.04, 0.23, -0.16, -0.60, 0.10, 0.13, 0.17, -0.07, 0.09, 0.06, -0.18, 0.13, -0.09, 0.11]
}